[1]
This record from the Open Molecules 2025 dataset describes a molecular structure, C24H39Cl6GaNO5. The level of theory is ωB97M-V/def2-TZVPD.

Geometry as XYZ:
```
76
C24H39Cl6GaNO5 | the Open Molecules 2025 dataset | ωB97M-V/def2-TZVPD
Ga 1.4811 2.9991 0.8817
Cl 2.9280 -6.4784 -1.3973
Cl 0.1807 -5.0900 -2.8691
Cl -7.3562 -4.9548 1.1505
Cl -3.8760 -2.1141 2.3740
Cl -5.1386 -1.2198 -0.6693
Cl -5.0179 -6.4243 -0.8507
O 0.5430 1.5248 -2.2737
O 3.1510 2.9397 5.9491
O -1.4688 2.2384 1.6184
O 4.1987 2.8058 -1.9393
O 0.6155 5.2694 -0.8634
N 0.3299 1.6471 0.0820
C 2.9611 -2.4759 -2.0292
C -0.9093 1.4204 0.8414
C -5.6296 -7.0347 0.7056
C 3.5184 0.5157 -1.3149
C 3.0553 -1.4378 -3.1738
C 3.7561 2.0703 -0.9995
C -7.0926 -6.7005 0.9165
C 1.1510 -6.4502 -3.4830
C 0.9201 4.9488 0.5236
C 1.6918 -7.3189 -2.3651
C -0.0927 1.9840 -1.2832
C 3.1893 -2.0057 -0.5750
C -6.0458 -1.8712 0.7175
C -5.4774 -1.4083 2.0442
C 2.5340 3.9662 5.0886
C 3.5096 2.7510 0.4112
C 1.7641 6.1898 -2.8855
C 3.4705 -0.5318 -0.1703
C 1.3892 2.7466 2.9599
C 3.3307 0.0331 -2.7947
C 1.7565 5.0668 -1.7344
C 2.6949 3.5164 3.5454
C -1.3920 2.8930 -1.6346
C -1.6295 -0.0129 0.5932
H -6.0462 -2.9601 0.6406
H 1.0900 5.9176 -3.7812
H 1.4455 4.1708 5.3776
H -5.4950 -8.1183 0.6959
H 4.1085 2.9549 5.7161
H 3.4070 0.8697 -3.5817
H 3.6118 2.8324 3.4149
H 1.7952 5.6427 0.8471
H 3.9182 2.0177 1.2071
H 0.0396 5.1890 1.2315
H -1.6152 3.6678 -0.8231
H -6.1348 -1.7219 2.8579
H 2.9073 -1.6668 -4.2852
H 1.4882 7.2361 -2.5219
H 2.7044 5.0395 -1.1002
H 1.9551 -6.0421 -4.0984
H 2.7210 -3.5585 -2.3231
H -5.0054 -6.6218 1.5004
H 0.8977 -7.6444 -1.6908
H 4.0722 3.7325 0.5692
H -2.4423 0.1590 -0.2113
H 1.3365 1.6465 3.2580
H 2.8347 4.4972 2.9477
H -1.0939 3.4602 -2.5935
H 3.1139 4.9349 5.2954
H 2.8444 6.2418 -3.2905
H 3.1313 -2.8069 0.2468
H 3.6344 -0.2440 0.9285
H -7.0756 -1.5222 0.6135
H -2.1396 -0.4140 1.5288
H 0.4962 -7.0406 -4.1274
H -7.4611 -7.1994 1.8151
H 0.4854 3.3668 3.3257
H 2.1684 -8.2076 -2.7842
H -5.3824 -0.3214 2.0832
H -2.2965 2.2532 -1.9136
H 1.5934 4.0601 -2.2648
H -0.9022 -0.7729 0.1206
H -7.7039 -7.0248 0.0725
```

**Net charge**: -1
**Multiplicity**: 1
**Energy above the lowest of the compared OMol25 structures with the same formula, charge and spin**: 6.6484 eV
**E**: -6054.6084 Ha



[2]
This record from the Open Molecules 2025 dataset describes a molecular structure, C24H39Cl6N6O3S2SiSn. The level of theory is ωB97M-V/def2-TZVPD.

Geometry as XYZ:
```
82
C24H39Cl6N6O3S2SiSn | the Open Molecules 2025 dataset | ωB97M-V/def2-TZVPD
Sn -1.2859 1.5293 -0.8191
Cl -3.2443 -0.7906 -2.8351
Cl -3.2028 3.1109 0.9071
Cl -7.6481 2.1562 -1.9729
Cl -6.1459 -0.0539 -3.5512
Cl -6.1791 3.7254 0.2850
Cl -1.4722 2.1350 -3.1189
S -3.0752 -1.4179 0.8053
S 0.2982 3.1374 -0.2434
Si 1.6885 1.5400 -0.5198
O 2.4136 1.0812 0.8394
O 2.8367 1.8410 -1.5939
O 0.5931 0.3106 -0.9686
N -1.4181 1.8716 4.6676
N -0.8458 -0.0081 5.8707
N -1.0057 0.8726 1.3683
N -0.7492 -0.1105 3.6022
N -2.5910 -3.9029 1.6059
N -3.5674 -3.6987 -0.4581
C -3.0827 -3.1068 0.6413
C 4.7434 1.0618 1.3439
C -0.8946 0.4350 2.4331
C -3.3821 1.1230 -0.9247
C 0.0325 -1.8687 -1.8330
C 3.4463 3.1973 1.5123
C -5.3448 0.7847 -2.2898
C -4.0374 0.4612 -1.9601
C -3.6262 -5.1429 -0.6623
C -5.3760 2.4748 -0.5717
C 2.9843 3.7090 -3.0822
C -2.5637 -5.3623 1.5498
C -6.0214 1.7854 -1.5847
C 0.9583 -1.1482 -0.8885
C -2.4882 -5.7990 0.0979
C 0.7669 -1.6318 0.5385
C 4.5266 1.7349 -3.2385
C -4.0568 2.1423 -0.2636
C 2.1290 1.5056 -3.9090
C 2.9882 1.3340 3.1229
C 2.4098 -1.2945 -1.3184
C 3.4066 1.6870 1.7059
C -1.0111 0.5903 4.6860
C 3.1029 2.1980 -2.9728
H 3.6708 1.7873 3.8426
H 1.9812 4.0356 -2.8023
H 2.3494 1.7912 -4.9381
H -2.2459 -3.4169 2.4161
H 0.2572 -2.9358 -1.8277
H -3.8542 -3.0736 -1.1944
H 3.7083 4.1961 -2.4271
H 4.7175 -0.0162 1.5110
H 2.4488 3.6275 1.6133
H 2.5635 -0.9294 -2.3319
H -1.6439 2.3022 3.7867
H -1.7004 -5.7108 2.1140
H 5.2192 2.2164 -2.5468
H 3.0802 -0.7522 -0.6488
H 4.0863 3.6512 2.2684
H -3.4628 -5.7726 2.0178
H 1.3711 -1.0451 1.2323
H 1.0798 -2.6755 0.5962
H 4.6037 0.6539 -3.1097
H 5.5397 1.4891 1.9550
H -4.5854 -5.5285 -0.3069
H 2.2137 0.4214 -3.8343
H -1.0004 0.4671 6.7404
H -3.5594 -5.3406 -1.7303
H -1.5336 -5.4859 -0.3312
H 4.8204 1.9869 -4.2580
H 1.1008 1.7968 -3.6951
H 4.9704 1.2475 0.2930
H -0.4814 -0.9441 5.8809
H -2.5590 -6.8832 0.0265
H 2.6776 -2.3499 -1.2856
H 0.1459 -1.4895 -2.8511
H -1.7001 2.3480 5.5058
H -1.0010 -1.7373 -1.5139
H 2.9989 0.2524 3.2648
H 3.8404 3.4542 0.5263
H 3.1759 4.0256 -4.1079
H -0.2810 -1.5645 0.8306
H 1.9784 1.7022 3.3167
```

**Net charge**: +1
**Multiplicity**: 1
**Energy above the lowest of the compared OMol25 structures with the same formula, charge and spin**: 1.7064 eV
**E**: -5553.5964 Ha



[3]
This record from the Open Molecules 2025 dataset describes 9 unconnected molecules or ions with the total composition C24H39FO34S8. The level of theory is ωB97M-V/def2-TZVPD.

Geometry as XYZ:
```
106
C24H39FO34S8 | the Open Molecules 2025 dataset | ωB97M-V/def2-TZVPD
S 9.9528 -4.0006 -2.4273
S -7.5317 4.6472 2.1144
S -14.0368 6.7730 3.2657
S 4.5356 -3.0449 3.4449
S 0.5018 2.6571 -5.0270
S -4.4263 10.7277 2.6681
S 8.1038 -9.9327 -0.4145
S -3.3723 1.2688 -1.1154
F 6.2709 -4.9522 -1.6955
O -12.4681 6.9504 3.4796
O -4.5717 10.0613 4.1082
O 8.7428 -10.2825 -1.6344
O -14.5293 7.9401 2.6265
O 9.4031 -4.0825 -3.9213
O 5.9439 -2.9625 3.5739
O -3.9831 0.7536 0.0624
O -5.1286 11.9593 2.6162
O 8.5116 -10.5305 0.8052
O -3.0595 10.6642 2.2914
O -6.8862 5.7174 2.7940
O 0.7064 2.3086 -6.3845
O -13.9468 5.5663 2.2262
O 1.3005 -1.8730 -1.3815
O -5.2732 9.6391 1.8727
O 1.1902 4.0473 -4.6856
O 3.8792 -2.5410 2.2894
O -14.6491 6.2868 4.4488
O 4.0935 -6.2684 -0.9509
O -6.6342 3.3546 2.2621
O 6.5315 -10.0950 -0.6179
O 11.1656 -3.2688 -2.3777
O 3.8663 -2.4418 4.7566
O 0.8279 1.7431 -3.9878
O 8.8640 -3.6563 -1.5841
O -1.8296 1.5153 -0.8816
O 10.2911 -5.5469 -2.2672
O -3.2442 0.0957 -2.1669
O -3.9305 2.4340 -1.7175
O 8.1086 -8.3541 -0.2233
O -7.3827 4.8229 0.5456
O -1.0072 3.1433 -4.8540
O 4.0472 -4.5486 3.6600
O -8.8935 4.3594 2.4041
C 4.2219 -3.8823 -1.1534
C 3.6090 -4.7359 5.0170
C 5.8467 -8.8634 -0.3196
C 3.5501 -5.1908 -0.8333
C 2.0047 -2.8017 -1.0393
C 2.1457 -5.1278 -0.3316
C -1.0566 4.4588 -4.2704
C -5.6301 9.0877 4.0999
C 1.4221 -4.0175 -0.4155
C 6.2664 -3.3813 0.1195
C 9.7870 -5.3320 -4.5211
C -12.6128 5.4630 1.7031
C -6.4191 2.7496 0.9659
C 2.9871 -3.3980 5.3715
C 6.8604 -7.7982 -0.6781
C -5.5562 8.4987 2.7057
C 3.4691 -2.7846 -1.2420
C 5.7238 -3.7621 -1.2534
C -1.8935 0.0556 -2.6862
C -11.7416 5.8651 2.8759
C -6.3629 3.9372 0.0283
C 0.2230 5.1113 -4.7605
C -1.0455 0.4673 -1.5050
C 9.7485 -6.3073 -3.3588
H 10.7891 -5.2357 -4.9405
H -5.4335 8.3620 4.8830
H -1.8143 0.7661 -3.5087
H -1.6763 -0.9494 -3.0330
H 1.7587 -6.0491 0.0853
H -11.6368 5.0579 3.6008
H 5.5998 -3.8054 0.8706
H -1.0807 4.3643 -3.1842
H -6.5812 9.5896 4.2820
H -6.6085 3.6877 -0.9987
H 2.9656 -3.2023 6.4395
H 8.7292 -6.6068 -3.1120
H 9.0715 -5.5649 -5.3041
H 4.4719 -4.9656 5.6430
H 1.9887 -3.2863 4.9473
H 5.5937 -8.8451 0.7413
H 6.9085 -7.6349 -1.7551
H -5.4964 2.1814 0.9941
H -7.2583 2.0899 0.7436
H -6.4862 8.0479 2.3794
H 6.2268 -2.2985 0.2243
H 7.2757 -3.7568 0.2563
H -4.7424 7.7795 2.6114
H 4.9461 -8.8096 -0.9220
H -0.9053 -0.3454 -0.7943
H 5.9655 -3.0188 -2.0132
H 6.6945 -6.8513 -0.1773
H -0.0836 0.8708 -1.8040
H 0.5643 5.9231 -4.1254
H 10.3725 -7.1838 -3.5060
H -5.4000 4.4454 0.0666
H -12.5045 6.1467 0.8597
H -10.7600 6.2204 2.5808
H 3.9078 -1.8221 -1.4782
H 2.9015 -5.5594 5.0349
H 0.4001 -3.9477 -0.0677
H 0.1420 5.4480 -5.7943
H -1.9566 4.9534 -4.6232
H -12.4492 4.4395 1.3798
```

**SMILES string**: C[C@@H](F)C1=CC(=O)C=CC1=O.O=S1(=O)OCCO1.O=S1(=O)OCCO1.O=S1(=O)OCCO1.O=S1(=O)OCCO1.O=S1(=O)OCCO1.O=S1(=O)OCCO1.O=S1(=O)OCCO1.O=S1(=O)OCCO1
**Multiplicity**: 1
**E**: -6781.2444 Ha



[4]
This record from the Open Molecules 2025 dataset describes a molecular structure, C24H39GeKN2O. The level of theory is ωB97M-V/def2-TZVPD.

Geometry as XYZ:
```
68
C24H39GeKN2O | the Open Molecules 2025 dataset | ωB97M-V/def2-TZVPD
Ge 1.6606 -2.0003 -0.1433
K 0.2659 1.6902 -0.0885
O 0.3623 3.7782 0.1148
N -2.1847 0.9508 -0.0090
N -4.4272 1.9920 -0.0410
C 4.1134 -1.5417 -2.2428
C -2.2747 -2.6074 -1.7933
C 5.0775 1.3284 -0.0642
C 2.9759 -0.5370 -0.2693
C 1.0206 -2.1562 1.7247
C 5.1359 0.3331 -1.0673
C 4.0012 1.4108 0.7692
C -4.9467 2.5426 -1.2852
C -5.0754 2.3827 1.2013
C -3.6254 -2.8387 -1.1198
C 6.2575 -0.7065 -2.9435
C 6.2309 0.2386 -1.9583
C 5.1793 -1.5994 -3.0959
C 2.9574 0.4703 0.6666
C 0.1441 -1.8894 -1.4256
C 4.0647 -0.5935 -1.1911
C -0.4488 4.8627 0.0106
C -3.2397 1.4292 -0.0279
C -0.9569 -3.4132 3.8521
C -1.1833 -2.2912 -0.7731
C -1.2225 4.9088 -1.3272
C -1.4822 4.9370 1.1574
C 0.9628 -3.6168 2.1791
C 0.5098 -3.7794 3.6300
H 0.3568 -2.5736 -2.2509
H 2.1387 0.5331 1.3772
H 0.0337 -1.6938 1.8103
H -1.8460 4.0096 -1.4172
H -0.9637 4.9743 2.1168
H -4.9944 3.4602 1.3658
H -1.9866 -3.5023 -2.3526
H -2.3538 -1.7864 -2.5116
H -1.0339 -3.1777 -0.1459
H 0.0776 -0.8868 -1.8559
H -4.4122 2.1104 -2.1270
H 1.1424 -3.1579 4.2705
H -4.8335 3.6290 -1.3182
H -2.1220 5.8198 1.0630
H 0.2856 -4.1819 1.5290
H -1.5960 -3.9324 3.1342
H 3.9377 2.1909 1.5165
H 5.1962 -2.3317 -3.8928
H 0.6700 -4.8174 3.9327
H -3.9782 -1.9239 -0.6387
H -1.5323 -1.4911 -0.1209
H 5.8931 2.0365 0.0203
H 2.4092 -3.3098 -0.4336
H -1.1230 -2.3411 3.7372
H -1.8661 5.7916 -1.3830
H -4.3843 -3.1642 -1.8326
H 1.6972 -1.6046 2.3830
H -0.5196 4.9317 -2.1621
H -1.2741 -3.6964 4.8561
H 1.9529 -4.0660 2.0623
H 7.1010 -0.7655 -3.6190
H 0.1336 5.8129 0.0565
H -3.5360 -3.6076 -0.3489
H -6.1303 2.1092 1.1576
H -2.1058 4.0347 1.1344
H -6.0054 2.2947 -1.3717
H 3.2766 -2.2166 -2.3693
H 7.0523 0.9372 -1.8483
H -4.6094 1.8679 2.0372
```

**Multiplicity**: 1
**Energy above the lowest of the compared OMol25 structures with the same formula, charge and spin**: 0.5522 eV
**E**: -3799.4553 Ha



[5]
This record from the Open Molecules 2025 dataset describes a molecular structure, C24H39IN2PmSSi. The level of theory is ωB97M-V/def2-TZVPD.

Geometry as XYZ:
```
69
C24H39IN2PmSSi | the Open Molecules 2025 dataset | ωB97M-V/def2-TZVPD
Pm 0.4134 -0.7526 0.7996
I -0.7995 -3.7059 1.7008
S -2.5585 -0.8419 0.3129
Si 1.3536 1.7294 -0.4004
N -3.9755 0.5509 -1.4544
N -4.3011 1.1267 0.7252
C 2.5882 2.1732 -2.9917
C -3.6666 0.3590 -0.1683
C 3.3999 -1.4668 1.8021
C -1.1546 2.5270 -1.5809
C -3.4880 -0.2317 -2.5887
C -5.3382 0.0698 2.7138
C 2.7944 2.6982 0.4005
C 2.2106 -2.1743 1.7727
C 1.2064 -5.7020 2.6963
C 4.6287 -2.0250 2.2071
C 3.5631 -5.4668 3.0475
C 2.0587 1.0550 -2.0910
C 2.4437 -6.2453 3.0897
C 0.9922 0.2536 -2.8513
C 3.2010 0.0895 -1.7496
C 4.6784 -3.3281 2.5996
C 2.2700 -3.5369 2.2051
C 3.5054 -4.1210 2.6184
C -0.7933 3.0415 0.8297
C 0.3458 4.4074 -0.9109
C -4.2429 0.9829 2.1772
C 1.1591 -4.4077 2.2743
C -0.1215 2.9951 -0.5506
C -4.4539 -1.3452 -2.9745
H 3.9971 0.5807 -1.1876
H 0.2065 0.8951 -3.2483
H 3.3787 2.7385 -2.4945
H 4.5233 -5.8694 3.3463
H -2.0632 3.1371 -1.5140
H -5.0321 1.7278 0.3740
H -5.2388 -0.9323 2.2957
H 0.8986 4.4231 -1.8518
H -4.5906 -2.0359 -2.1421
H -5.4256 -0.9393 -3.2581
H -4.3253 1.9798 2.6098
H -1.4364 1.4800 -1.4225
H -5.2582 0.0021 3.7986
H 2.4918 -7.2727 3.4232
H 3.4146 -0.4156 1.5022
H 1.7925 2.8691 -3.2665
H 0.9864 4.8221 -0.1307
H -4.7259 1.1947 -1.6579
H 0.3157 -6.3139 2.7338
H 5.6132 -3.7796 2.9086
H 3.0305 3.5873 -0.1883
H -1.1918 2.0598 1.1201
H -3.2668 0.5813 2.4297
H 2.8449 -0.7657 -1.1573
H -0.7691 2.6280 -2.5967
H -3.3350 0.4561 -3.4202
H -0.5165 5.0746 -1.0193
H -6.3284 0.4552 2.4685
H 3.6448 -0.3128 -2.6651
H 3.6978 2.0883 0.4570
H -2.5260 -0.6498 -2.3108
H 3.0065 1.7623 -3.9171
H 0.5139 -0.5034 -2.2053
H -4.0537 -1.9014 -3.8218
H 2.5594 3.0244 1.4157
H 1.4436 -0.2815 -3.6924
H -1.6298 3.7494 0.8264
H 5.5264 -1.4199 2.1962
H -0.0919 3.3688 1.6022
```

**Net charge**: +1
**Multiplicity**: 5
**E**: -2640.9155 Ha



[6]
This record from the Open Molecules 2025 dataset describes a molecular structure, C24H39N4O9P2V. The level of theory is ωB97M-V/def2-TZVPD.

Geometry as XYZ:
```
79
C24H39N4O9P2V | the Open Molecules 2025 dataset | ωB97M-V/def2-TZVPD
V -0.0145 -0.3078 1.4713
P -0.4634 -2.0082 -1.0279
P -2.5419 0.1162 -0.2474
O 0.5097 -1.0578 -0.3915
O -2.3068 -0.3590 3.5319
O -2.8189 0.8397 -1.6114
O -1.4403 -1.7335 2.0119
O -0.4225 -3.4499 -0.4340
O -3.7979 0.1695 0.6525
O -0.0967 -0.6229 3.3814
O -0.1703 -2.0454 -2.5625
O -1.4100 0.7663 0.5043
N -1.3541 -0.8626 2.9940
N 6.5519 4.6243 3.2230
N 1.4870 1.2228 1.4131
N 8.0359 3.3966 1.8289
C -2.9480 2.3119 -1.6492
C 1.9532 1.7554 2.5489
C 2.8734 2.7954 2.5783
C 4.5632 3.7141 4.1801
C -5.1129 -1.5638 1.6769
C -1.0366 -2.7210 -3.5400
C -1.6741 -1.6414 -4.3872
C 1.1337 -3.7480 1.4317
C 1.9265 -4.0406 -0.9487
C 1.9143 1.7169 0.2448
C 7.6392 4.4890 2.4718
C 6.0960 2.3483 2.7215
C -2.2056 -1.5687 -0.8010
C -1.6503 2.8666 -2.1882
C 7.2576 2.3269 1.9712
C -5.1186 -0.4722 0.6326
C 2.8073 2.7687 0.1770
C 3.3226 3.3461 3.8730
C -0.1828 -3.6802 -4.3350
C 5.7659 3.5511 3.3335
C -5.5192 -0.9431 -0.7492
C 3.2861 3.3175 1.3545
C 0.7794 -4.1821 0.0255
C -4.1536 2.6243 -2.5023
H -1.4670 2.4898 -3.1954
H 4.7450 4.1938 5.1347
H -1.7039 3.9547 -2.2300
H 1.6110 -2.7639 1.4300
H 0.2568 -3.7249 2.0757
H 1.5165 1.2456 -0.6446
H 1.5663 1.3315 3.4686
H -3.1077 2.6555 -0.6245
H 5.4820 1.4658 2.8396
H 3.1146 3.1547 -0.7845
H 2.7519 -4.6627 -0.6021
H 2.2791 -3.0083 -0.9972
H 3.9688 4.1572 1.3312
H -2.7379 -1.7011 -1.7435
H -2.2398 -0.9343 -3.7786
H -5.7775 0.3368 0.9459
H -5.0635 2.2124 -2.0670
H -4.2750 3.7044 -2.5829
H -6.5735 -1.2185 -0.7269
H -0.8170 2.5866 -1.5442
H -4.7728 -1.1749 2.6345
H -4.9598 -1.8301 -1.0521
H -6.1217 -1.9620 1.7887
H -4.4528 -2.3839 1.3879
H 8.2709 5.3649 2.3765
H 1.8536 -4.4558 1.8447
H -2.3504 -2.0904 -5.1146
H 0.6561 -3.1521 -4.7883
H 1.6544 -4.3692 -1.9489
H -0.9038 -1.0880 -4.9249
H -4.0246 2.2161 -3.5054
H 0.1981 -4.4853 -3.7112
H 7.5810 1.4218 1.4689
H -1.7990 -3.2803 -2.9885
H -0.7827 -4.1242 -5.1298
H -5.3915 -0.1630 -1.4992
H -2.6148 -2.2514 -0.0564
H 0.4189 -5.2089 0.0364
H 2.5474 3.4823 4.6193
```

**Net charge**: +1
**Multiplicity**: 2
**Energy above the lowest of the compared OMol25 structures with the same formula, charge and spin**: 0.0505 eV
**E**: -3460.7450 Ha